Entry 1:
Here is a cluster of 2 separate species, C5H11NO in total from the Open Molecules 2025 dataset. Energies are from ωB97M-V with the def2-TZVPD basis set.

Summary:
Kohn-Sham gap = 8.3487 eV
structure (SMILES) = C=N/C=C/CC.O
molar mass = 101.15 g mol⁻¹
relative energy (zero: lowest compared OMol25 entry of this formula, charge and spin) = 336.8 kJ/mol

```
! wB97M-V def2-TZVPD RIJCOSX def2/J DEFGRID3
* xyz 0 1
O 2.261 0.507 2.152
N -0.594 1.182 1.429
C -0.117 -2.143 -1.150
C -0.629 0.147 0.424
C -0.480 0.392 -0.889
C -0.638 2.409 1.117
C -0.212 -0.782 -1.778
H -1.415 2.975 0.572
H 2.169 -0.297 2.668
H 0.244 -2.905 -1.871
H 1.358 0.825 1.990
H 0.152 3.080 1.478
H -0.697 1.423 -1.147
H -0.906 -0.689 -2.618
H -1.112 -2.485 -0.829
H -0.688 -0.772 0.992
H 0.769 -0.582 -2.248
H 0.534 -2.285 -0.290
*
```

***

Entry 2:
Here is the molecule C5H11NO from the Open Molecules 2025 dataset. Energies are from ωB97M-V with the def2-TZVPD basis set.

Summary:
Kohn-Sham gap = 10.0391 eV
structure (SMILES) = C[C@H]1CNCCO1
molar mass = 101.15 g mol⁻¹
relative energy (zero: lowest compared OMol25 entry of this formula, charge and spin) = 136.2 kJ/mol

```
! wB97M-V def2-TZVPD RIJCOSX def2/J DEFGRID3
* xyz 0 1
O -0.689 0.529 -0.816
N -0.091 0.313 1.634
C 0.539 -0.191 -0.697
C -1.769 -0.076 -0.123
C 0.905 -0.357 0.809
C -1.373 -0.324 1.356
C 1.586 0.634 -1.423
H -2.082 -1.000 -0.634
H 2.524 0.076 -1.523
H -1.265 -1.395 1.562
H 1.799 1.547 -0.853
H 1.895 0.064 1.023
H 0.412 -1.173 -1.179
H -2.600 0.634 -0.183
H -2.127 0.067 2.045
H 0.940 -1.412 1.111
H -0.172 1.249 1.230
H 1.231 0.921 -2.415
*
```

***

Entry 3:
Here is a cluster of 2 separate species, C5H11NO in total from the Open Molecules 2025 dataset. Energies are from ωB97M-V with the def2-TZVPD basis set.

Summary:
Kohn-Sham gap = 9.0795 eV
structure (SMILES) = C#CNC.COC
molar mass = 101.15 g mol⁻¹
relative energy (zero: lowest compared OMol25 entry of this formula, charge and spin) = 374.7 kJ/mol

```
! wB97M-V def2-TZVPD RIJCOSX def2/J DEFGRID3
* xyz 0 1
O -1.548 -0.520 0.502
N 0.660 1.060 -0.286
C -1.399 -1.156 1.747
C -1.123 -1.370 -0.615
C 1.880 0.625 0.021
C 0.508 2.071 -1.306
C 2.955 0.124 0.219
H -0.551 2.162 -1.548
H -0.056 -1.595 -0.521
H 1.055 1.766 -2.199
H -1.715 -2.294 -0.622
H 3.927 -0.210 0.433
H -1.809 -0.482 2.504
H 0.882 3.058 -1.001
H -1.297 -0.806 -1.528
H -0.075 1.033 0.467
H -1.956 -2.101 1.784
H -0.337 -1.366 1.949
*
```

***

Entry 4:
Here is the molecule C5H11NO from the Open Molecules 2025 dataset. Energies are from ωB97M-V with the def2-TZVPD basis set.

Summary:
Kohn-Sham gap = 9.7623 eV
structure (SMILES) = C[C@H]1CN1CCO
molar mass = 101.15 g mol⁻¹
relative energy (zero: lowest compared OMol25 entry of this formula, charge and spin) = 406.8 kJ/mol

```
! wB97M-V def2-TZVPD RIJCOSX def2/J DEFGRID3
* xyz 0 1
O -0.876 -1.609 -1.618
N 0.775 -0.393 0.907
C -1.487 0.814 1.219
C -0.137 0.667 0.580
C 1.190 0.983 1.165
C 1.208 -1.090 -0.280
C 0.205 -0.708 -1.765
H -1.525 -1.230 -1.007
H 1.291 1.207 2.229
H -0.272 0.223 -2.204
H -1.727 1.877 1.305
H 2.324 -1.170 -0.222
H -1.531 0.351 2.208
H 1.933 1.476 0.535
H 0.817 -2.105 -0.256
H -0.124 0.718 -0.512
H 0.824 -1.037 -2.588
H -2.259 0.352 0.589
*
```

***

Entry 5:
Here is the molecule C5H11NO from the Open Molecules 2025 dataset. Energies are from ωB97M-V with the def2-TZVPD basis set.

Summary:
Kohn-Sham gap = 10.3766 eV
structure (SMILES) = C[C@@H](N)CCC=O
molar mass = 101.15 g mol⁻¹
relative energy (zero: lowest compared OMol25 entry of this formula, charge and spin) = 174.8 kJ/mol

```
! wB97M-V def2-TZVPD RIJCOSX def2/J DEFGRID3
* xyz 0 1
O 3.341 -0.120 1.089
N -0.709 1.166 -1.405
C 2.147 -0.251 1.141
C -0.249 0.267 0.733
C -0.402 -0.118 -0.756
C -1.409 -1.265 -0.910
C 1.149 0.828 1.085
H 1.045 1.309 2.076
H 1.671 -1.278 1.170
H -1.122 0.861 0.974
H -0.764 1.201 -2.402
H -2.236 -1.257 -0.182
H 1.379 1.683 0.374
H -1.782 -1.238 -1.941
H 0.557 -0.652 -0.905
H -0.360 -0.557 1.444
H -0.906 -2.210 -0.799
H -1.349 1.631 -0.787
*
```

***

Entry 6:
Here is a cluster of 2 separate species, C5H11NO in total from the Open Molecules 2025 dataset. Energies are from ωB97M-V with the def2-TZVPD basis set.

Summary:
Kohn-Sham gap = 10.5541 eV
structure (SMILES) = C/N=C1\O[C@@H]1C.C
molar mass = 101.15 g mol⁻¹
relative energy (zero: lowest compared OMol25 entry of this formula, charge and spin) = 351.5 kJ/mol

```
! wB97M-V def2-TZVPD RIJCOSX def2/J DEFGRID3
* xyz 0 1
O 0.485 1.999 0.272
N 1.432 -0.232 -0.027
C -0.774 0.879 -0.169
C 2.824 -0.066 0.254
C 0.628 0.722 0.035
C -1.781 0.707 0.925
C -1.052 -1.576 -0.858
H -1.795 1.691 1.385
H 3.088 -0.744 1.070
H 3.391 -0.369 -0.631
H -1.140 1.080 -1.172
H -0.128 -1.067 -0.576
H -2.792 0.469 0.573
H -1.895 -0.971 -1.213
H -1.483 -0.035 1.672
H 3.083 0.961 0.528
H -0.715 -2.203 -1.676
H -1.363 -2.149 0.017
*
```

***

Entry 7:
Here is the molecule C5H11NO from the Open Molecules 2025 dataset. Energies are from ωB97M-V with the def2-TZVPD basis set.

Summary:
Kohn-Sham gap = 10.4423 eV
structure (SMILES) = C[C@H]1CN1CCO
molar mass = 101.15 g mol⁻¹
relative energy (zero: lowest compared OMol25 entry of this formula, charge and spin) = 197.8 kJ/mol

```
! wB97M-V def2-TZVPD RIJCOSX def2/J DEFGRID3
* xyz 0 1
O -1.380 -1.038 2.386
N -0.059 -0.171 -0.094
C 0.000 -0.780 2.261
C 0.869 0.075 -2.422
C -1.163 0.483 -0.782
C 0.270 0.314 1.244
C 0.242 0.710 -1.206
H 0.648 1.691 -0.943
H -1.838 -0.152 -1.356
H 0.549 -1.684 1.956
H 1.942 -0.080 -2.259
H 0.409 -0.900 -2.609
H 0.376 -0.491 3.248
H -0.303 1.227 1.500
H 0.750 0.707 -3.309
H -1.654 1.293 -0.244
H -1.663 -1.373 1.528
H 1.337 0.556 1.279
*
```

***

Entry 8:
Here is a cluster of 2 separate species, C5H11NO in total from the Open Molecules 2025 dataset. Energies are from ωB97M-V with the def2-TZVPD basis set.

Summary:
Kohn-Sham gap = 8.7697 eV
structure (SMILES) = C=CC/C=C/N.O
molar mass = 101.15 g mol⁻¹
relative energy (zero: lowest compared OMol25 entry of this formula, charge and spin) = 243.7 kJ/mol

```
! wB97M-V def2-TZVPD RIJCOSX def2/J DEFGRID3
* xyz 0 1
O -3.916 -0.106 -1.999
N -0.982 -1.064 -1.608
C 1.655 0.423 3.027
C 1.855 0.309 0.475
C 1.262 -0.024 1.835
C -0.285 -0.386 -0.609
C 0.991 0.030 -0.740
H -3.141 0.486 -2.005
H 1.168 0.039 3.912
H -4.588 0.402 -2.442
H -0.421 -1.095 -2.446
H -1.908 -0.675 -1.773
H 1.370 0.247 -1.734
H 2.391 1.227 3.031
H 2.046 1.391 0.553
H -0.812 -0.350 0.334
H 2.851 -0.104 0.299
H 0.463 -0.752 1.890
*
```

***

Entry 9:
Here is the molecule C5H11NO from the Open Molecules 2025 dataset. Energies are from ωB97M-V with the def2-TZVPD basis set.

Summary:
Kohn-Sham gap = 9.9986 eV
structure (SMILES) = CCC(=O)N(C)C
molar mass = 101.15 g mol⁻¹
relative energy (zero: lowest compared OMol25 entry of this formula, charge and spin) = 345.9 kJ/mol

```
! wB97M-V def2-TZVPD RIJCOSX def2/J DEFGRID3
* xyz 0 1
O 0.637 -0.951 -1.638
N 0.350 0.936 -0.411
C -0.982 -2.078 0.701
C -1.168 -0.922 -0.249
C 0.056 1.505 1.035
C 1.653 1.350 -0.979
C 0.123 -0.405 -0.728
H -1.754 -0.009 0.133
H 1.156 1.420 1.254
H -0.851 2.272 0.975
H 1.638 2.516 -1.025
H 2.288 0.745 -0.424
H -1.397 -3.016 0.367
H -1.650 -1.098 -1.315
H 1.646 1.252 -2.159
H -0.393 0.773 1.699
H 0.024 -2.336 1.008
H -1.376 -1.953 1.756
*
```

***

Entry 10:
Here is a cluster of 2 separate species, C5H11NO in total from the Open Molecules 2025 dataset. Energies are from ωB97M-V with the def2-TZVPD basis set.

Summary:
Kohn-Sham gap = 8.7871 eV
structure (SMILES) = C/C=C/C=C/N.O
molar mass = 101.15 g mol⁻¹
relative energy (zero: lowest compared OMol25 entry of this formula, charge and spin) = 291.4 kJ/mol

```
! wB97M-V def2-TZVPD RIJCOSX def2/J DEFGRID3
* xyz 0 1
O 6.318 0.811 -2.178
N -2.386 2.763 1.308
C -0.540 -2.942 0.087
C -0.856 -0.431 -0.200
C -1.780 0.643 0.235
C -1.345 -1.682 -0.151
C -1.437 1.864 0.620
H -2.444 -1.675 -0.040
H 5.922 1.578 -2.604
H -2.769 2.154 2.034
H 0.255 -3.160 -0.664
H -2.827 0.243 0.422
H 7.214 1.091 -1.950
H 0.213 -0.504 -0.071
H -1.745 3.516 1.543
H 0.035 -2.966 1.031
H -1.337 -3.679 0.062
H -0.491 2.377 0.516
*
```